This record from the Open Molecules 2025 dataset describes a 3-piece molecular cluster, C4H14NO2 overall at a distorted geometry. The level of theory is ωB97M-V/def2-TZVPD.

Structure (XYZ):
```
21
Properties=species:S:1:pos:R:3:forces:R:3:mulliken_charge:R:1
H 2.1506 1.3917 -2.8215 0.3 0.1 0.2 0.3062
H -0.0287 0.5678 3.8302 0.2 -0.1 0.1 0.3134
H 0.2653 0.1330 1.4228 0.8 0.5 0.6 0.3078
O 1.3406 1.4659 -2.2985 0.1 -0.4 -0.8 -0.6349
C -1.1756 -1.3825 -0.1315 1.9 -0.9 -0.9 -0.2218
H -0.7697 -1.9887 0.6769 0.1 0.5 0.4 0.4523
H -0.6390 0.4317 -1.3355 -0.5 -0.5 -0.3 0.4782
C -0.2780 -0.2810 -0.6027 0.3 1.3 0.9 -0.5956
H 0.6265 -0.7576 -1.0435 -0.2 -0.2 -0.1 0.3775
H 0.5494 2.2440 -0.6949 -0.2 -0.3 -0.2 0.3466
H 1.3158 -0.1891 3.8437 0.1 -0.1 0.1 0.3144
O 0.6510 0.1866 3.2584 -0.4 0.1 -0.4 -0.6480
H 1.0978 2.3873 1.0293 -0.3 -0.4 0.5 0.3190
H -2.2595 -1.9408 -2.0097 0.2 -0.1 -0.1 0.4016
N 0.2568 0.5692 0.4884 -0.6 -0.6 -0.5 0.1049
H -2.1895 -0.9374 0.1868 -0.5 -0.2 -0.5 0.3646
H 0.6873 1.5732 -3.0004 -0.2 0.2 -0.1 0.3387
C -1.6905 -2.3857 -1.1952 -2.0 0.7 0.7 -0.9647
H -0.7237 -2.8474 -1.5493 0.2 0.1 0.2 0.3685
C 0.6199 1.7695 0.2717 0.5 0.7 0.6 -0.1279
H -2.2908 -3.1373 -0.6806 0.2 -0.3 -0.4 0.3993
```
Positions in Å, forces in eV/Å.

Output
charge: +2
highest occupied orbital energy (spin up / spin down): -19.11 / -19.10 eV
multiplicity: 2
lowest unoccupied orbital energy (spin up / spin down): -8.190 / -14.884 eV
relative energy (zero: lowest compared OMol25 entry of this formula, charge and spin): 194.1 kJ/mol
Kohn-Sham gap (spin up / spin down): 10.917 / 4.218 eV
E: -9938.3824 eV

This record from the Open Molecules 2025 dataset describes a 2-piece molecular cluster, C6H9N8S overall at a distorted geometry. The level of theory is ωB97M-V/def2-TZVPD.

Structure (XYZ):
```
24
Properties=species:S:1:pos:R:3:forces:R:3:mulliken_charge:R:1
H -0.4204 1.6797 1.0126 -0.3 0.0 0.3 0.3994
N -1.8043 0.8243 -1.0761 0.2 -0.1 0.1 0.9699
C 1.5813 -3.1311 -0.2291 0.0 -0.1 -0.1 -0.8460
N 2.7950 1.7263 0.9913 0.5 0.4 0.3 -0.6113
C 1.3794 -1.8300 -0.3191 0.0 0.1 0.0 0.0092
N 2.5239 0.4987 0.9675 0.5 -0.3 0.1 -0.3863
N -2.7724 1.7148 -0.8596 -0.4 0.8 0.0 -0.7006
H -0.0885 0.2678 -2.0887 0.2 -0.2 0.2 0.2944
N -3.6353 1.1604 -0.0593 0.2 1.2 -0.7 -0.3105
N 1.6188 2.4460 0.7712 0.0 -0.2 -0.4 -0.0158
H 2.0699 -3.6895 -1.0109 0.1 0.0 -0.2 0.2568
N 1.2287 0.3023 0.8075 0.0 0.3 -0.1 0.7291
H -0.4004 -0.8958 0.3844 0.5 0.0 0.3 0.2584
H 0.6822 -1.5055 1.6785 -0.1 0.0 0.0 0.3581
C -3.1780 -0.0798 0.2205 0.4 -1.4 0.5 0.1879
N -2.0105 -0.3124 -0.4165 -0.4 -0.2 -0.1 -0.7674
H -0.6789 2.0338 -2.2951 0.1 0.2 0.0 0.3088
C 0.5816 1.5075 0.6742 -0.6 0.6 0.3 -0.4718
C 0.6572 -1.0130 0.7021 -0.1 -0.5 0.1 -0.3675
H 1.5270 3.3447 1.2212 0.1 -0.2 0.2 0.2752
H 1.7173 -1.2779 -1.1868 0.1 0.0 -0.1 0.2017
C -0.6865 1.0986 -1.7724 -0.7 -0.1 -1.0 -0.5409
S -3.9286 -1.1730 1.2596 -0.2 -0.2 0.2 -0.5003
H 1.2415 -3.6969 0.6231 0.0 -0.1 0.2 0.2695
```
Positions in Å, forces in eV/Å.

Output
charge: -1
highest occupied orbital energy (spin up / spin down): -2.46 / -3.68 eV
multiplicity: 3
lowest unoccupied orbital energy (spin up / spin down): 3.436 / 2.560 eV
Kohn-Sham gap (spin up / spin down): 5.896 / 6.236 eV
E: -29118.6651 eV

This record from the Open Molecules 2025 dataset describes C2H5BrClN as an isolated structure at a distorted geometry. The level of theory is ωB97M-V/def2-TZVPD.

Structure (XYZ):
```
10
Properties=species:S:1:pos:R:3:forces:R:3:mulliken_charge:R:1
N 0.1987 -0.2111 -0.2752 -0.1 -2.3 -0.2 0.0099
H 0.4891 0.7247 -0.1155 0.5 0.9 -0.3 0.0870
H 0.8856 -2.1726 -0.7220 -0.2 1.7 -0.6 0.1964
H 2.0444 -0.7181 -0.9970 -0.4 0.0 -0.2 0.2477
Cl -1.9180 0.9552 0.3569 -1.6 1.4 0.3 -0.2274
H -0.2516 2.4259 1.1867 -1.0 0.1 0.1 -0.1316
H 0.4589 2.4453 1.1903 1.5 0.2 0.1 0.1111
C -0.9909 -0.4460 0.2785 1.2 1.3 0.1 0.3612
Br -1.9276 -1.9428 0.0145 -0.6 -2.0 -0.4 -0.1150
C 1.0114 -1.0606 -0.9172 0.8 -1.2 1.0 -0.5393
```
Positions in Å, forces in eV/Å.

Output
charge: 0
highest occupied orbital energy (spin up / spin down): -7.28 / -7.34 eV
multiplicity: 1
lowest unoccupied orbital energy (spin up / spin down): 0.506 / 0.430 eV
relative energy (zero: lowest compared OMol25 entry of this formula, charge and spin): 398.2 kJ/mol
Kohn-Sham gap (spin up / spin down): 7.784 / 7.772 eV
E: -86206.3220 eV

This record from the Open Molecules 2025 dataset describes C52H46N4O4PRu as an isolated structure. The level of theory is ωB97M-V/def2-TZVPD.

Structure (XYZ):
```
108
Properties=species:S:1:pos:R:3:forces:R:3:mulliken_charge:R:1
H 0.4047 0.0943 -3.9559 0.0 0.0 0.0 -0.0335
H -3.3410 -0.7793 -4.2341 0.0 0.0 0.1 0.4026
H -4.6333 -0.4133 4.7590 0.0 -0.1 0.0 0.4689
C 3.9686 1.2178 0.5703 0.1 0.0 -0.1 -1.1069
H 4.8163 0.1206 2.2640 -0.1 0.0 0.0 0.5187
H -4.4006 -5.0464 3.0274 0.0 0.1 0.0 0.4234
C -2.6365 -0.7940 2.8962 -0.1 0.1 -0.1 1.7991
C -4.4531 -4.0339 3.4100 0.0 0.0 0.0 -0.8287
H -1.5513 4.3476 -2.5491 0.1 -0.1 0.0 0.6852
C 0.4421 3.5460 -2.0907 0.1 0.1 0.0 -1.5063
O -0.9181 -0.7753 -1.9410 -0.3 -0.1 0.3 0.3731
C -5.4947 -2.3842 4.8182 0.0 0.0 0.0 -0.8037
H 2.5526 -3.0069 3.3752 0.1 0.0 0.0 0.5073
H 5.8785 -0.5393 6.0796 0.0 0.0 0.0 0.4231
C 4.2821 -3.1600 4.6446 -0.1 0.0 0.0 -0.9614
H 3.1463 -4.3125 -2.6057 -0.1 0.1 0.0 0.5262
H 1.0463 -1.8053 5.4595 0.0 0.0 -0.1 0.6493
N 1.7935 1.0170 1.2451 0.1 -0.1 0.0 0.2276
C 2.5391 -2.4298 -1.7577 0.0 -0.1 -0.1 1.6676
C 3.2228 -1.0750 4.0447 -0.1 -0.1 -0.1 -0.2368
H 2.9184 -1.9633 0.3196 0.0 -0.1 0.0 0.0978
C -3.8533 3.1791 -2.8408 0.0 0.0 0.1 0.0671
C 3.6982 -1.6166 -2.3042 0.0 0.2 -0.1 -1.5224
H 1.1200 4.1194 -2.7046 -0.1 -0.1 0.0 0.6355
P -0.0231 -1.8077 -1.1139 0.0 0.0 -0.6 -0.0814
H -5.3135 1.4697 -0.0868 0.0 0.0 0.0 0.6598
H 3.7520 -3.4173 -0.2767 -0.1 0.0 0.0 0.5743
C -4.4584 1.1222 0.4706 -0.1 0.0 -0.1 -1.2615
O 0.0091 -1.1859 0.2958 0.0 0.5 0.0 0.0521
C -3.5356 -3.0880 2.9746 0.0 0.0 0.0 -0.0157
C 2.6096 1.5247 0.2660 -0.1 0.2 -0.2 0.1250
C 5.2180 -2.4674 5.4023 0.0 -0.1 0.0 -0.4465
C 3.9666 0.5315 1.7423 0.1 -0.1 0.1 -1.4686
C -0.9363 -1.5776 4.5498 0.0 -0.1 0.1 -1.2153
H -6.5777 5.1393 -3.2923 0.0 0.0 0.0 0.4068
C 3.1942 2.6534 -1.8606 0.0 0.0 -0.1 -0.5145
H 5.9970 4.5298 -2.2107 -0.1 0.0 0.0 0.4336
H 4.1254 0.6972 4.8633 0.0 -0.1 0.0 0.4849
H 2.1320 -3.3292 -3.6799 0.0 0.0 0.1 0.3869
H -0.0055 -2.4151 -4.0102 -0.1 0.0 0.0 0.1738
C -4.8656 3.8599 -3.4991 0.0 0.0 0.0 -1.0673
H -0.9422 1.2041 -3.6593 0.0 0.0 0.0 -0.0002
C -3.7638 3.2163 -1.4471 0.0 0.0 -0.1 0.0044
C -5.6991 4.6600 -1.3930 0.0 0.0 0.0 -0.8860
C 2.2834 -3.6414 -2.6428 -0.1 -0.1 0.0 -2.0288
C -5.4345 -3.6819 4.3293 0.0 0.0 0.0 -0.4333
H 4.5628 -2.2613 -2.4785 0.0 0.1 0.0 0.4513
H -1.4575 -2.1989 -5.0055 0.0 0.0 0.0 0.5322
C -1.0823 -2.2282 -3.9814 0.2 -0.1 0.3 -1.6332
C 5.1861 3.8618 -2.4773 0.0 0.0 0.0 -0.8847
N -0.2462 -0.2036 2.8565 -0.1 -0.2 0.2 0.5883
H -2.7668 -3.3538 2.2532 -0.1 0.0 0.1 0.6056
C 0.8301 2.5698 -1.1350 -0.1 0.0 0.0 0.4025
C -4.5874 -1.4292 4.3779 0.0 0.1 0.0 0.2042
C 2.1780 -0.3649 3.2578 -0.2 0.0 0.1 1.0511
H -6.1529 -4.4208 4.6639 0.1 0.0 0.0 0.3941
C 3.2804 -2.4698 3.9754 0.0 0.0 0.0 -0.2070
C -2.8887 -0.6735 -3.2440 -0.1 0.0 0.0 -1.6228
C 2.1811 2.2262 -0.8658 0.0 -0.1 0.1 1.3585
H -3.1227 0.3199 -2.8536 0.0 0.0 0.0 0.1283
N -0.2699 2.0874 -0.4880 0.2 0.0 -0.3 0.8336
H 3.4105 -1.1505 -3.2516 0.1 -0.1 0.1 0.3403
C -4.4315 0.1782 1.4511 -0.1 0.0 0.1 -1.4594
H 5.8199 3.6577 -4.5171 0.0 0.0 0.0 0.4149
C -3.1145 1.5477 0.2620 0.1 -0.1 0.0 0.5556
C -2.7058 2.4716 -0.7212 0.2 0.1 0.0 0.9891
C -0.6740 0.2262 -4.0663 0.0 0.0 -0.1 -1.0243
C -3.0758 0.0526 1.8631 0.1 -0.1 0.1 -0.0174
H 4.3202 3.8914 -0.5120 0.0 0.0 0.0 0.5663
H -5.2583 -0.3775 1.8654 0.0 0.0 -0.1 0.5472
O -0.4302 -3.2188 -1.1704 -0.1 0.0 0.1 -0.8992
H -1.5525 -3.0547 -3.4497 0.0 0.0 0.0 0.3934
H -4.9330 3.8066 -4.5800 0.0 0.0 0.1 0.4417
H -1.6082 -2.1452 5.1775 0.1 0.1 -0.1 0.5680
H -3.1453 2.5914 -3.4074 0.1 -0.1 0.0 0.3120
C 2.8198 -2.8492 -0.3168 -0.2 0.1 0.0 -1.4042
C 4.2514 3.4970 -1.5200 -0.1 0.1 0.0 -0.3160
C -1.3875 -0.8895 -3.3159 0.1 0.0 -0.1 1.7319
C 2.6054 0.3994 2.1454 -0.1 0.0 0.0 0.3535
H -6.4098 5.2472 -0.8265 0.0 0.0 0.0 0.4123
C 3.0873 2.1795 -3.1716 0.0 0.0 0.1 0.0970
H 4.3297 -4.2395 4.5663 0.0 0.1 0.0 0.4194
H 2.0078 -3.4691 0.0704 0.0 0.0 0.0 0.3864
C 0.8358 -0.5981 3.5894 0.3 0.0 0.0 0.1253
C 5.0840 3.3753 -3.7733 0.0 0.0 0.0 -0.5185
H 3.9803 -0.8304 -1.6002 0.0 0.0 0.0 0.1810
C -1.3276 -0.8310 3.3984 0.1 0.1 -0.1 -0.0721
C 5.1559 -1.0826 5.4820 0.0 0.0 0.0 -0.8772
H 4.8215 1.4665 -0.0397 -0.1 0.0 0.0 0.5881
H -6.2501 -2.1117 5.5455 0.0 0.0 0.0 0.4169
C -1.3567 2.7207 -1.0409 -0.2 0.0 0.1 0.3263
Ru -0.2417 0.7635 1.0577 0.1 -0.4 -0.1 0.1790
C 4.0359 2.5317 -4.1192 0.0 0.0 0.0 -0.9865
C 0.4057 -1.4145 4.6840 0.0 0.0 0.1 -1.2598
C -4.6998 3.9650 -0.7314 0.0 0.0 0.1 -0.3742
N -2.2837 0.8797 1.1162 -0.1 -0.1 0.0 0.2725
O 1.3854 -1.5269 -1.8353 0.4 -0.1 0.3 0.3151
H 1.4010 -4.1812 -2.2970 0.1 0.0 -0.1 0.3277
H 3.9574 2.1484 -5.1300 0.0 0.0 0.1 0.4483
C 4.1707 -0.3869 4.7967 0.0 0.2 0.1 0.1343
H 2.2724 1.5088 -3.4251 0.1 0.1 0.0 0.6701
H -0.9239 0.2010 -5.1299 0.0 0.0 0.1 0.5310
C -0.9149 3.6627 -2.0095 -0.1 0.1 -0.1 -1.2318
H -4.6248 4.0237 0.3486 0.0 0.0 0.0 0.5356
C -3.6102 -1.7782 3.4534 0.0 -0.1 -0.2 -0.9602
H 5.9950 -3.0079 5.9317 -0.1 0.1 -0.1 0.4029
H -3.3277 -1.4180 -2.5760 0.0 0.0 -0.1 0.3815
C -5.7893 4.6035 -2.7776 0.0 0.0 0.0 -0.5211
```
Positions in Å, forces in eV/Å.

Output
charge: +1
highest occupied orbital energy (spin up / spin down): -10.10 / -10.59 eV
multiplicity: 5
lowest unoccupied orbital energy (spin up / spin down): -4.337 / -5.948 eV
relative energy (zero: lowest compared OMol25 entry of this formula, charge and spin): 0.0 kJ/mol
Kohn-Sham gap (spin up / spin down): 5.766 / 4.638 eV
E: -80691.0924 eV

This record from the Open Molecules 2025 dataset describes C31H31INO6RhTe as an isolated structure at a distorted geometry. The level of theory is ωB97M-V/def2-TZVPD.

Structure (XYZ):
```
72
Properties=species:S:1:pos:R:3:forces:R:3:mulliken_charge:R:1
C -2.6377 4.7620 2.9695 0.0 -0.1 0.0 -1.6665
H 1.4099 -2.7015 -1.8149 -0.1 0.1 -0.1 0.7016
O 1.4152 -0.8863 -0.7993 0.2 0.2 -0.4 -0.4279
C 3.4753 -1.0279 0.2438 0.0 -0.1 -0.1 -1.0575
C 1.0995 3.2680 -3.4654 0.0 0.0 0.0 -0.8856
C -3.7120 3.7292 3.2521 0.0 -0.1 -0.1 1.0339
Rh -1.0182 -0.7079 -0.9541 1.3 -1.1 1.6 0.9804
C -4.6622 1.5030 3.3338 0.2 -0.1 -0.1 1.4605
C -5.2806 0.8211 -1.4764 0.0 0.0 0.0 -0.6119
C -4.6529 -0.0035 3.1044 0.0 0.2 0.0 -2.1488
H -5.9677 1.4588 -2.0223 0.0 0.0 0.0 0.3357
O -0.7187 -4.3057 0.7230 0.1 0.3 -0.2 -0.7856
C 0.5348 2.5844 -2.3993 0.1 0.0 -0.2 -0.3276
C 1.7822 -2.2847 -0.8883 0.1 0.2 0.1 0.0141
C -5.1549 -0.5053 -1.8378 0.0 0.0 -0.1 -0.8837
C -3.5585 -0.7982 -0.0762 -0.3 0.1 0.2 -1.3756
H -5.3579 3.0338 0.7227 0.0 0.0 0.1 0.2000
Te -2.1302 1.3397 1.5360 0.0 0.2 0.4 0.5951
O -1.7226 3.1320 0.4157 -0.2 -0.4 0.3 -0.4863
H -3.9213 3.4849 -0.1864 0.1 0.0 0.1 0.0546
C -0.8854 4.4831 -1.9472 0.0 0.1 0.0 -0.3119
C -6.9533 3.8526 5.2708 0.0 0.0 0.0 -1.5450
H -6.4696 1.3076 4.4622 0.1 0.1 0.0 0.4162
C 3.3051 -2.2200 -0.7413 0.0 0.1 0.1 -1.0193
N -0.8837 1.1938 -0.2626 -1.1 1.1 -0.6 0.4928
C -0.4511 3.1977 -1.6364 -0.2 -0.1 0.0 0.2960
H -1.9436 4.8177 3.8153 -0.1 0.0 0.0 0.3511
H -7.9073 3.6324 4.7851 0.0 0.0 0.0 0.3283
C 0.0807 -0.9624 1.9331 -0.8 -0.2 -0.4 -0.1814
H -6.8883 4.9329 5.4131 0.0 -0.1 0.0 0.3588
O -1.0414 -1.0756 1.2584 0.8 0.4 0.2 -0.3328
O 0.2317 -0.2708 2.9347 -0.2 -0.2 -0.1 -0.7625
H 3.7708 -2.0030 -1.7029 0.0 0.0 0.0 0.3684
C -1.0346 2.4412 -0.5077 0.4 -0.3 0.3 -0.0198
H 3.7142 -3.1564 -0.3615 0.0 0.0 0.0 0.3773
C 1.1155 -2.8564 0.3607 0.1 0.2 0.1 -0.3501
C -4.8224 2.8765 -0.2126 0.2 -0.2 0.1 -1.2794
H -3.0816 5.7531 2.8526 0.0 0.0 0.0 0.4318
H -5.2558 -0.2836 2.2397 0.0 0.0 0.0 0.3285
C -5.7053 1.9994 4.1093 0.0 -0.1 0.0 -0.7717
H -5.7043 -0.8947 -2.6858 0.0 0.0 0.0 0.3595
H -5.4509 3.2454 -1.0257 0.1 0.0 0.1 0.4536
C -3.6796 2.3836 2.8309 -0.1 0.5 -0.4 -0.2614
C 0.6793 4.5570 -3.7704 0.0 0.0 0.0 -0.3483
H 3.9746 -1.3000 1.1740 0.0 0.0 0.0 0.4083
C -4.7752 4.1792 4.0374 0.0 0.0 0.0 -0.6998
C -5.7961 3.3401 4.4487 -0.1 0.1 0.1 0.6723
H 1.6451 -3.7313 0.7305 0.1 0.0 0.1 0.5637
H -4.7993 5.2245 4.3390 0.0 -0.1 0.0 0.2736
H 1.8583 2.7840 -4.0686 0.0 0.0 0.0 0.3993
H 0.8351 1.5710 -2.1637 0.0 0.0 0.0 0.6850
H 4.0248 -0.2073 -0.2176 0.0 0.0 0.0 0.3169
H 1.8483 0.4016 0.7786 0.0 0.1 0.0 0.7480
C -4.3070 -1.3199 -1.1173 0.0 -0.3 -0.1 -0.6944
H -3.6594 -0.4279 2.9488 0.0 0.0 0.0 0.2313
O -0.9463 -2.7976 -0.9167 -0.4 -0.1 -0.3 -0.8094
H -2.9977 -1.5015 0.5201 0.3 0.1 0.1 0.5929
H 1.1224 5.0860 -4.6067 0.0 0.0 0.0 0.3630
I -1.3432 -0.3557 -3.5283 0.0 0.1 -0.2 -0.4367
C -4.5374 1.4026 -0.4453 0.1 -0.1 -0.1 0.7691
H -2.0528 4.5651 2.0836 0.1 -0.2 -0.2 0.0916
C 2.0185 -0.6276 0.4791 -0.1 -0.4 0.0 -0.4640
C -0.3170 5.1657 -3.0146 0.0 -0.1 0.0 -0.7806
C -0.3132 -3.3474 0.0684 -0.3 -0.2 0.1 0.0763
H -1.6726 4.9330 -1.3537 0.1 0.0 0.0 0.3479
H -4.1909 -2.3684 -1.3615 0.0 0.0 0.0 0.4780
C -3.6327 0.5627 0.2436 -0.4 0.5 -0.3 1.5361
H -6.9773 3.3845 6.2590 0.0 0.0 -0.1 0.3208
H -0.6546 6.1659 -3.2606 0.0 0.0 0.0 0.3946
C 1.2958 -1.6716 1.3672 0.1 0.0 -0.2 0.2706
H 1.9093 -1.9500 2.2190 0.1 0.0 0.1 0.6873
H -5.0683 -0.5057 3.9797 0.0 0.0 0.0 0.5603
```
Positions in Å, forces in eV/Å.

Output
charge: -1
highest occupied orbital energy (spin up / spin down): -4.90 / -4.78 eV
multiplicity: 2
lowest unoccupied orbital energy (spin up / spin down): 2.308 / 2.308 eV
relative energy (zero: lowest compared OMol25 entry of this formula, charge and spin): 24.2 kJ/mol
Kohn-Sham gap (spin up / spin down): 7.209 / 7.085 eV
E: -64829.5754 eV

This record from the Open Molecules 2025 dataset describes an isolated ion of composition CHN4O and charge -1 at a distorted geometry. The level of theory is ωB97M-V/def2-TZVPD.

Structure (XYZ):
```
7
Properties=species:S:1:pos:R:3:forces:R:3:mulliken_charge:R:1
O 0.9497 -1.7600 -0.4672 0.3 -1.3 -0.4 -0.8366
N -0.4785 1.2526 -0.8922 -0.4 0.9 -1.6 -0.4342
H -0.1299 -0.3567 1.8096 0.0 -0.3 1.5 0.4113
C -0.1131 0.1420 0.8989 1.1 -1.1 -5.5 -0.2045
N -0.5546 1.2849 0.3906 0.0 -1.2 3.0 -0.3101
N 0.3167 -0.6845 -0.4058 -1.7 3.7 5.5 0.7786
N 0.0097 0.1217 -1.3339 0.7 -0.7 -2.5 -0.4046
```
Positions in Å, forces in eV/Å.

Output
SMILES: [O-]n1cnnn1
charge: -1
highest occupied orbital energy: -3.19 eV
multiplicity: 1
lowest unoccupied orbital energy: 4.783 eV
relative energy (zero: lowest compared OMol25 entry of this formula, charge and spin): 86.9 kJ/mol
Kohn-Sham gap: 7.971 eV
E: -9058.6189 eV

> Which formula does entry 1 have?

C4H14NO2